1.
Here is a cluster of 2 separate species, C7H12NO2P in total at a distorted geometry from the OMol25 dataset. Energies are from ωB97M-V with the def2-TZVPD basis set.

Element x y z (Å)
C 1.248 -4.040 -2.175
C -1.349 3.984 1.866
C 0.846 -2.892 -1.695
C -0.240 3.271 1.696
C 0.902 -1.184 0.335
C 1.562 -2.119 -0.667
C 1.769 -0.614 -0.729
N 2.106 0.454 -1.259
O -0.748 0.669 -1.087
O -1.064 0.233 1.372
P -0.990 -0.679 -0.074
H 0.440 -4.690 -2.637
H 2.240 -4.480 -2.102
H -1.975 4.156 1.052
H -1.604 4.236 2.921
H -0.089 -2.431 -1.821
H -0.009 2.859 0.759
H 0.259 2.970 2.587
H 1.126 -1.194 1.429
H 2.458 -2.688 -0.295
H -0.479 1.057 1.277
H 0.161 1.091 -1.134
H 2.558 0.282 -2.162

F_max = 4.35 eV/A
structure (SMILES) = [H]/N=C1/[C@@H](P(O)O)[C@H]1C=C.C=C
relative energy (zero: lowest compared OMol25 entry of this formula, charge and spin) = 286.6 kJ/mol
HOMO-LUMO gap = 0.35257 hartree

Here are the Mulliken charges for atoms 1 to 5, given in e: C -0.819; C -0.415; C -0.060; C -0.686; C -0.379

2.
Here is the ion C7H12NO5 with charge -1 at a distorted geometry from the OMol25 dataset. Energies are from ωB97M-V with the def2-TZVPD basis set.

Element x y z (Å)
C 3.249 -0.510 0.409
C 1.400 1.651 -0.412
C -1.433 1.665 0.421
C -1.386 -0.790 0.551
C 1.695 -0.652 0.043
C -0.694 0.459 -0.057
C 0.814 0.524 0.418
N 1.654 -1.015 -1.349
O 3.482 -0.193 1.644
O 1.795 2.637 0.102
O 4.012 -0.847 -0.509
O 1.604 1.469 -1.780
O 0.940 0.828 1.728
H -1.383 1.741 1.572
H -2.395 1.540 -0.031
H -0.972 2.534 -0.012
H -1.397 -0.714 1.627
H -2.157 -0.890 -0.111
H -0.735 -1.715 0.404
H 1.493 -1.499 0.821
H -0.780 0.288 -1.135
H 1.007 -1.754 -1.787
H 2.650 -1.273 -1.710
H 1.505 0.521 -2.043
H 1.855 0.882 2.035

net charge = -1
F_max = 4.48 eV/A
structure (SMILES) = CC(C)[C@](O)(C(=O)O)[C@@H](N)C(=O)[O-]
relative energy (zero: lowest compared OMol25 entry of this formula, charge and spin) = 0.0 kJ/mol
HOMO-LUMO gap = 0.30580 hartree

Here are the Mulliken charges for atoms 1 to 5, given in e: C 0.540; C -0.156; C -1.419; C -1.693; C 0.026

3.
Here is a cluster of 2 separate species, C7H12NO5 in total at a distorted geometry from the OMol25 dataset. Energies are from ωB97M-V with the def2-TZVPD basis set.

Element x y z (Å)
C 1.630 -0.207 1.870
C -0.585 2.319 0.430
C 0.963 -2.265 -0.129
C -1.234 -1.545 0.741
C 0.700 1.463 0.139
C 0.062 -1.058 0.082
C 0.670 0.111 0.857
N -0.994 0.985 -2.884
O 2.702 -0.553 2.224
O -1.159 1.772 -3.800
O 0.454 0.139 2.355
O -1.959 0.584 -2.199
O 0.130 0.650 -2.539
H -0.724 2.577 1.522
H -1.389 1.859 -0.082
H -0.455 3.353 0.152
H 0.889 -2.593 -1.167
H 0.577 -3.062 0.490
H 2.055 -2.128 0.162
H -1.820 -0.751 0.903
H -1.631 -2.289 0.177
H -1.062 -2.156 1.726
H 0.916 1.368 -0.891
H 1.570 2.083 0.729
H -0.307 -0.658 -0.868

net charge = -1
F_max = 5.58 eV/A
relative energy (zero: lowest compared OMol25 entry of this formula, charge and spin) = 482.2 kJ/mol
HOMO-LUMO gap = 0.30508 hartree

Here are the Mulliken charges for atoms 1 to 5, given in e: C -0.054; C -1.244; C -1.474; C -2.058; C -0.645

4.
Here is a structure of composition C7H12NO5S at a distorted geometry from the OMol25 dataset. Energies are from ωB97M-V with the def2-TZVPD basis set.

Element x y z (Å)
C -3.193 -2.827 -0.648
C -2.028 -2.369 -0.172
C -1.647 -0.945 -0.232
C 0.868 0.848 1.526
C -0.250 1.679 -0.514
C 1.947 0.067 -0.999
C 0.416 0.537 0.144
N -0.354 -0.678 0.230
O 2.294 -1.706 0.933
O -2.433 -0.082 -0.654
O 3.893 0.115 0.625
O 3.823 -1.816 -0.898
O 2.651 1.169 -1.299
S 3.072 -0.978 0.033
H -3.436 -3.914 -0.372
H -3.990 -2.270 -1.060
H -1.411 -3.110 0.433
H 0.038 1.197 2.139
H 1.523 1.722 1.383
H 1.263 -0.093 2.099
H 0.543 2.300 -0.757
H -1.014 2.068 -0.047
H -0.747 1.312 -1.521
H 1.459 -0.493 -1.850
H 0.400 -1.311 0.374
H 3.443 1.171 -0.585

net charge = -1
F_max = 6.66 eV/A
relative energy (zero: lowest compared OMol25 entry of this formula, charge and spin) = 37.3 kJ/mol
HOMO-LUMO gap = 0.30073 hartree

Here are the Mulliken charges for atoms 1 to 5, given in e: C -0.627; C -0.379; C 0.614; C -1.511; C -2.112

5.
Here is a structure of composition C7H12NP at a distorted geometry from the OMol25 dataset. Energies are from ωB97M-V with the def2-TZVPD basis set.

Element x y z (Å)
C 1.148 1.401 -2.663
C 1.793 0.822 -1.829
C -2.793 0.211 -0.101
C -3.108 -0.928 -0.863
C 2.925 1.224 0.158
C 2.423 0.116 -0.703
C 1.369 -0.630 -0.002
N -2.467 0.943 0.721
P 1.573 -2.310 0.236
H 0.461 2.068 -3.090
H -3.764 -1.590 -0.351
H -2.179 -1.391 -1.158
H -3.648 -0.545 -1.809
H 2.113 1.746 0.514
H 3.367 1.885 -0.579
H 3.485 1.045 1.029
H 3.261 -0.540 -0.989
H 0.730 -0.017 0.574
H -3.646 -0.497 4.644
H -3.373 -0.301 5.407
H 0.332 -2.712 0.856

F_max = 3.64 eV/A
relative energy (zero: lowest compared OMol25 entry of this formula, charge and spin) = 373.7 kJ/mol
HOMO-LUMO gap = 0.34063 hartree

Here are the Mulliken charges for atoms 1 to 5, given in e: C 0.036; C -0.721; C 0.368; C -0.705; C -1.621

6.
Here is the ion C7H12NS2 with charge +1 at a distorted geometry from the OMol25 dataset. Energies are from ωB97M-V with the def2-TZVPD basis set.

Element x y z (Å)
C 1.700 -0.778 0.452
C 0.603 -0.212 0.901
C -1.735 -0.220 -0.133
C 1.703 -1.079 -1.050
C 0.259 -0.848 -1.572
C -0.395 0.095 -0.533
C 0.154 0.407 2.191
N -0.228 1.573 -0.839
S -2.293 -1.694 0.133
S -2.859 1.118 0.082
H 2.641 -1.146 0.891
H 2.510 -0.316 -1.290
H 2.020 -2.132 -1.135
H 0.410 -0.487 -2.496
H -0.150 -1.870 -1.597
H 0.672 1.457 2.445
H 0.303 -0.393 2.945
H -0.993 0.600 2.342
H -0.885 1.808 -1.489
H 0.711 1.624 -1.274
H -0.513 1.966 0.013
H -3.636 0.526 1.012

net charge = +1
spin multiplicity = 3
F_max = 4.29 eV/A
⟨S²⟩ = 2.007
HOMO-LUMO gap (spin up / spin down) = 0.26539 / 0.25302 hartree

Here are the Mulliken charges for atoms 1 to 5, given in e: C -0.612; C 0.492; C 0.013; C -0.423; C -1.068

7.
Here is the molecule C7H12O at a distorted geometry from the OMol25 dataset. Energies are from ωB97M-V with the def2-TZVPD basis set.

Element x y z (Å)
C 0.839 2.005 1.424
C 0.949 0.522 0.742
C -0.671 -0.096 -1.001
C -0.630 -0.108 -2.496
C -0.147 -1.215 -0.036
C -0.280 -2.025 1.095
C -0.022 -0.509 1.252
H 1.052 1.823 2.602
H -0.237 2.492 1.314
H 1.611 2.698 1.011
H 1.992 0.277 0.646
H -1.684 0.125 -0.876
H -1.649 -0.561 -2.873
H 0.368 -0.662 -2.731
H -0.681 0.890 -2.895
H 0.713 -1.420 -0.694
H -1.374 -2.168 1.367
H 0.444 -2.780 1.336
H -0.945 -0.140 1.364
O 0.352 0.851 -0.550

F_max = 6.19 eV/A
structure (SMILES) = C[C@@H]1O[C@@H](C)[C@@H]2C[C@H]21
relative energy (zero: lowest compared OMol25 entry of this formula, charge and spin) = 495.0 kJ/mol
HOMO-LUMO gap = 0.36942 hartree

Here are the Mulliken charges for atoms 1 to 5, given in e: C -1.120; C 0.157; C 0.062; C -1.279; C 0.105

8.
Here is the molecule C7H12O at a distorted geometry from the OMol25 dataset. Energies are from ωB97M-V with the def2-TZVPD basis set.

Element x y z (Å)
C -0.485 -1.194 -1.687
C 0.327 -0.584 -0.569
C 0.326 1.592 -0.867
C 1.534 -1.101 -0.278
O -0.092 1.988 -1.964
H 1.387 1.683 -0.577
H -0.379 -2.282 -1.710
H -1.551 -0.967 -1.599
H -0.150 -0.792 -2.646
H 2.167 -0.692 0.502
H 1.957 -1.923 -0.850
C -0.197 -0.261 2.075
C -0.656 0.118 0.685
C -0.597 1.586 0.401
H -1.627 -0.324 0.458
H -0.915 0.125 2.808
H -0.132 -1.344 2.201
H 0.774 0.189 2.309
H -1.570 1.998 0.130
H -0.121 2.185 1.180

F_max = 4.59 eV/A
structure (SMILES) = C=C(C)[C@@H](C)CC=O
relative energy (zero: lowest compared OMol25 entry of this formula, charge and spin) = 223.7 kJ/mol
HOMO-LUMO gap = 0.34381 hartree

Here are the Mulliken charges for atoms 1 to 5, given in e: C -1.500; C 0.680; C 0.232; C -0.889; O -0.574

9.
Here is a cluster of 2 separate species, C7H12O in total at a distorted geometry from the OMol25 dataset. Energies are from ωB97M-V with the def2-TZVPD basis set.

Element x y z (Å)
C 0.291 0.915 -0.894
C -0.335 1.855 -0.048
C -1.604 2.550 -0.265
C -2.165 3.436 0.596
H -0.222 0.690 -1.846
H 1.327 0.543 -0.724
H 0.126 2.184 0.880
H -2.044 2.435 -1.260
H -3.156 3.852 0.478
H -1.646 3.552 1.571
C 2.378 -2.386 0.591
C 1.059 -2.114 0.504
O 0.556 -1.151 1.358
C 0.077 -2.610 -0.560
H 2.858 -3.084 -0.111
H 2.971 -1.815 1.291
H -0.054 -0.595 0.864
H 0.469 -3.556 -0.896
H -0.930 -2.784 -0.115
H 0.045 -1.915 -1.414

net charge = +1
spin multiplicity = 2
F_max = 5.28 eV/A
relative energy (zero: lowest compared OMol25 entry of this formula, charge and spin) = 104.3 kJ/mol
⟨S²⟩ = 0.760
HOMO-LUMO gap (spin up / spin down) = 0.31595 / 0.14176 hartree

Here are the Mulliken charges for atoms 1 to 5, given in e: C -1.136; C 0.191; C -0.047; C -0.715; H 0.268

10.
Here is a cluster of 2 separate species, C7H12O in total at a distorted geometry from the OMol25 dataset. Energies are from ωB97M-V with the def2-TZVPD basis set.

Element x y z (Å)
C 0.566 -0.486 2.937
C 1.071 -1.318 2.029
C 1.926 -0.919 0.866
C 2.194 -1.749 -0.172
H 0.718 0.604 2.793
H -0.014 -0.856 3.790
H 0.870 -2.387 2.112
H 2.532 0.026 0.829
H 3.003 -1.496 -0.867
H 1.710 -2.705 -0.376
C -0.756 1.205 -1.782
O -1.083 2.621 -1.924
C -1.554 0.730 -0.641
C -2.124 -0.482 -0.662
H 0.311 0.952 -1.619
H -1.082 0.649 -2.668
H -0.777 2.852 -2.801
H -1.799 1.424 0.209
H -2.778 -0.905 0.118
H -1.958 -1.022 -1.578

net charge = +1
spin multiplicity = 2
F_max = 4.52 eV/A
relative energy (zero: lowest compared OMol25 entry of this formula, charge and spin) = 178.3 kJ/mol
⟨S²⟩ = 0.784
HOMO-LUMO gap (spin up / spin down) = 0.27540 / 0.14359 hartree

Here are the Mulliken charges for atoms 1 to 5, given in e: C -0.605; C 0.083; C 0.302; C -0.653; H 0.273